# C4H13N2S

A gas-phase ion, C4H13N2S (charge +1) in a non-equilibrium geometry (ωB97M-V/def2-TZVPD, the OMol25 dataset).

Last column: Löwdin charge in e.
Positions of all 20 atoms, in Å:
N: -1.7929 -0.9422 1.9574  -0.01
C: -0.7001 -1.2621 1.0360  -0.24
C: -0.0801 0.1169 0.5463  -0.29
N: -1.1518 1.0208 0.0460  0.20
C: 0.7248 -0.3741 -0.7260  -0.23
C: 1.1785 0.8850 -1.5207  -0.56
S: 2.7516 0.6600 -2.4914  0.74
H: -2.5434 -1.6075 2.0659  0.08
H: -1.4925 -0.6867 2.9110  0.10
H: -0.9856 -2.0335 0.2031  0.15
H: 0.2623 -1.7948 1.4698  0.15
H: 0.6482 0.5201 1.3182  0.18
H: -0.8158 1.9640 0.3227  0.19
H: -1.9885 0.5261 0.3738  0.14
H: -1.2811 1.1206 -1.0071  0.19
H: 0.1380 -1.0661 -1.4312  0.15
H: 1.6273 -0.8988 -0.4392  0.10
H: 1.3923 1.7180 -0.8534  0.07
H: 0.4796 1.1971 -2.2374  0.03
H: 3.6289 0.9375 -1.5438  -0.15

Computed properties:
Energy relative to the best compared isomer or geometry (same formula, charge and spin) (kJ/mol): 190.20
E_LUMO (hartree): -0.1260
SMILES: NC[C@H]([NH3+])CCS
Charge: +1
HOMO-LUMO gap (eV): 9.00